Record 1
Below is a molecular structure, C7H12O in a non-equilibrium geometry, with properties calculated with ωB97M-V/def2-TZVPD.

Computed properties:
- E_LUMO: -2.02 eV
- E_HOMO: -7.1 eV
- Frontier orbital gap: 5.10 eV

```
20
C7H12O, DFT ωB97M-V/def2-TZVPD
C 1.4190 0.5611 -1.4982
C 2.4705 0.3406 -0.4361
C 0.8479 -1.7514 -0.3364
C 1.1327 -0.3663 -0.4803
C 0.0443 0.8960 0.5822
C -0.9841 0.9867 1.4052
C -2.2977 0.2042 1.3718
H 1.6687 0.4738 -2.5438
H 3.2694 -0.3942 -0.5550
H 2.4719 0.8790 0.4904
H 0.1355 -2.1278 -1.0669
H 1.4271 -2.3530 0.3424
H 0.5674 1.8285 0.3600
H -1.0769 1.8120 2.1278
H -2.7687 0.4330 0.4256
H -2.1167 -0.8789 1.2107
H -2.8249 0.3071 2.3133
H -0.8062 0.2818 -1.5777
H -1.0542 -0.7837 -0.7040
O -1.5247 -0.3484 -1.4310
```

Record 2
Below is 2 unconnected molecules or ions with the total composition C5H11N, with properties calculated with ωB97M-V/def2-TZVPD.

Computed properties:
- E_LUMO: 1.10 eV
- E_HOMO: -6.8 eV
- Frontier orbital gap: 7.87 eV

```
17
C5H11N, DFT ωB97M-V/def2-TZVPD
C 2.1350 -0.7725 -0.0437
C 1.2084 0.3807 0.1466
N 0.2664 0.6845 -0.7127
C -0.5999 -0.0008 -1.6801
C -0.8611 1.2709 -1.0160
C -1.5751 -0.0758 1.4373
H 2.3556 -1.2591 0.9156
H 1.6942 -1.5266 -0.7034
H 3.0915 -0.4537 -0.4741
H -0.5538 -0.1002 1.0374
H 1.3709 1.0838 0.9568
H -0.2855 0.0078 -2.7222
H -0.9825 -0.9722 -1.3331
H -1.5551 1.9642 -0.5843
H -2.3318 -0.3724 0.7039
H -1.8077 0.9256 1.8117
H -1.5695 -0.7844 2.2604
```

Record 3
Below is a molecular structure, C19H14Cl5EuN2O14P2 in a non-equilibrium geometry, with properties calculated with ωB97M-V/def2-TZVPD.

Computed properties:
- Multiplicity: 7
- E_LUMO (alpha / beta): 4.09 / 2.01 eV
- Net charge: -2
- Expectation value of S²: 12.040
- E_HOMO (alpha / beta): 0.1 / -3.7 eV
- Frontier orbital gap (alpha / beta): 4.02 / 5.74 eV

```
57
C19H14Cl5EuN2O14P2, DFT ωB97M-V/def2-TZVPD
Eu 0.0730 -0.8305 0.5252
O 1.1050 3.3249 -4.7581
C 0.9511 2.4666 -3.6992
C 1.9413 2.2973 -2.7463
C 1.6973 1.4073 -1.6992
N 0.5584 0.7344 -1.5821
C -0.3596 0.8584 -2.5301
C -0.2270 1.7407 -3.6052
C -1.5293 -0.1042 -2.4132
O -2.6052 0.2328 -2.9226
O -1.2402 -1.1530 -1.7828
C 2.7550 1.1049 -0.6658
O 3.7581 1.8188 -0.6075
O 2.5114 0.0848 0.0519
H 1.9746 3.7305 -4.6848
H 2.8894 2.8180 -2.7758
H -1.0197 1.8259 -4.3304
C 1.5325 2.9112 2.9445
C 0.8765 1.6189 2.4846
O 0.5284 1.6803 1.0926
P 2.0373 0.2063 2.8312
O 2.1159 0.2437 4.3948
O 3.5063 0.5625 2.4112
O 1.5478 -1.0857 2.2575
P -0.6372 1.1125 3.4423
O -1.6778 2.3011 3.1586
O -0.2777 1.1489 4.8982
O -1.0209 -0.1869 2.8009
H 2.3974 3.1314 2.3175
H 1.8480 2.8341 3.9828
H 0.8104 3.7272 2.8637
H -0.3253 2.1397 0.9782
H 1.2240 0.4928 4.7859
H 3.5274 0.4191 1.4281
H -2.0109 2.3635 2.2413
Cl -0.1856 -3.9053 1.8578
C 0.4136 -4.1697 0.2345
C 0.8607 -3.0528 -0.4631
C 1.3637 -3.3254 -1.7273
Cl 1.9781 -2.0016 -2.6846
C 1.3956 -4.6004 -2.2858
Cl 2.0032 -4.8865 -3.8902
C 0.9208 -5.6795 -1.5446
Cl 0.9536 -7.2937 -2.2112
C 0.4262 -5.4667 -0.2643
Cl -0.1617 -6.8109 0.6700
O -2.4609 2.6072 0.4286
C -2.8188 1.4395 0.2209
C -4.2098 1.0016 -0.2093
C -4.1983 -0.4978 0.0852
C -2.7381 -0.7571 0.3986
O -2.2189 -1.8422 0.6553
N -2.0138 0.3879 0.3998
H -4.2735 1.1886 -1.2839
H -4.9778 1.5743 0.3083
H -4.5075 -1.1246 -0.7489
H -4.7867 -0.7631 0.9666
```

Record 4
Below is C3H7NO2S in the gas phase in a non-equilibrium geometry, with properties calculated with ωB97M-V/def2-TZVPD.

Computed properties:
- SMILES: N[C@H](CS)C(=O)O
- E_LUMO: 0.72 eV
- E_HOMO: -9.3 eV
- Frontier orbital gap: 10.03 eV

```
14
C3H7NO2S, DFT ωB97M-V/def2-TZVPD
N -1.5317 -0.5131 0.8444
C -0.2434 -0.0784 0.5343
C -0.3183 0.8009 -0.7868
S 1.1875 1.7138 -1.4009
C 0.7091 -1.1916 0.3859
O 0.6329 -2.1485 -0.3577
O 1.9566 -0.8606 0.9695
H -2.2762 -0.2108 0.2016
H -1.8296 -0.4367 1.8042
H 0.2045 0.5297 1.3018
H -1.1506 1.4514 -0.4848
H -0.7180 0.1838 -1.5460
H 0.7484 2.3619 -2.5149
H 2.6287 -1.6019 1.0494
```

Relative energy (zero: lowest compared OMol25 entry of this formula, charge and spin) / kcal per mole: 218.5; 101.2; 136.5; 31.6